Entry 1:
Density functional theory data (wB97M-V/def2-TZVPD) for C20H27N5O3Os as an isolated structure in a non-equilibrium geometry.

The LUMO energy (spin up / spin down) comes out at -11.80 / -16.95 eV. The charge is +4. The HOMO-LUMO gap (spin up / spin down) comes out at 7.1 / 4.6 eV. As for the total energy: -1366.7144 Eh. The multiplicity is 5. The max |F| is 5.76 eV/A.

Last column: Löwdin spin population.
Positions of all 56 atoms, in Å:
Os  1.05196  -0.72600  -1.83035  1.209
O  0.46806  -2.58987  0.51138  0.066
O  2.13846  0.60055  0.71926  0.046
O  -1.46435  0.86769  1.05403  0.406
N  -0.36532  1.63025  2.89181  0.478
N  -1.45606  -0.45321  2.93852  0.492
N  -2.01180  -1.43022  -0.98819  0.039
N  2.99562  -1.72401  -2.03031  0.166
N  1.11654  2.55713  -1.26360  0.003
C  0.71045  3.63918  -1.21196  0.002
C  3.81756  -2.44964  -2.40018  0.015
C  4.99618  -3.26948  -2.18620  0.001
C  -3.04214  -1.95223  -1.14817  0.001
C  1.77797  0.16023  -0.30503  0.058
C  0.47577  5.05452  -1.01584  0.000
C  -2.06503  -1.55911  2.24825  0.073
C  -1.07841  -0.69170  4.29797  0.076
C  -4.36614  -2.52805  -1.04678  0.000
C  1.71240  -0.31319  -3.78888  0.043
C  -1.01676  -0.19117  -3.19464  0.120
C  -0.40669  -1.43027  -3.40908  0.009
C  -0.89711  0.61665  5.02772  0.016
C  -1.09815  0.67668  2.21643  0.038
C  1.09085  0.90755  -3.48804  0.020
C  0.65959  -1.98544  -0.47025  0.074
C  0.11297  2.73268  2.10153  0.069
C  -0.03759  1.59980  4.28395  0.085
C  0.96059  -1.50667  -3.74990  0.036
C  -0.27173  0.96706  -3.17986  0.086
H  0.97282  5.65546  -1.78712  0.000
H  -1.87286  1.07423  5.20670  0.002
H  -5.07353  -1.76701  -0.70003  0.000
H  0.90884  5.33293  -0.04972  0.000
H  -0.58270  5.33254  -0.99673  0.000
H  -0.20461  2.61323  4.65262  0.025
H  2.75606  -0.30952  -4.08550  0.002
H  0.99269  2.46316  1.49917  0.037
H  5.22877  -3.13831  -1.12610  0.000
H  -0.99809  -2.33748  -3.39354  0.000
H  -0.67689  3.03876  1.40855  0.021
H  -1.89286  -1.26096  4.76147  0.018
H  5.86535  -2.97204  -2.77594  0.000
H  1.39765  -2.46118  -4.01377  0.002
H  0.37105  3.55055  2.78111  0.005
H  -0.45632  0.43343  6.00780  -0.001
H  -2.95258  -1.88512  2.81521  0.027
H  -2.33799  -1.23815  1.24181  0.001
H  -0.15899  -1.30052  4.37910  0.042
H  1.02848  1.38923  4.44198  0.045
H  -2.07181  -0.11868  -2.96467  0.003
H  4.79173  -4.32772  -2.36786  0.000
H  -0.74270  1.89696  -2.89210  0.003
H  -4.35868  -3.33140  -0.30377  0.000
H  -1.37633  -2.41818  2.18554  0.038
H  -4.74396  -2.93778  -1.98741  0.000
H  1.67981  1.81389  -3.52041  0.000

Cartesian forces, eV/Å:
Os -3.4012 1.4913 4.0025
O 0.5552 2.0229 -3.4706
O -1.3970 -1.7348 -3.5738
O 0.5167 -0.5169 1.2981
N 1.1168 0.8448 -0.5270
N 0.3489 -1.7216 -0.4163
N -1.6736 -0.9747 -0.2712
N 1.9722 -1.4614 -1.1538
N -0.7638 1.0526 0.3432
C 1.0200 -0.4150 0.1423
C 0.1947 0.6479 2.1352
C 0.4736 -0.7075 -0.4683
C 1.3383 0.8954 0.9766
C 2.5476 2.8732 4.1688
C -0.3465 0.7347 0.1075
C -0.8518 0.2134 -0.6888
C -0.0917 0.6652 1.1482
C -0.6639 -0.3128 -0.1373
C 0.8411 0.9460 -2.8202
C -1.0502 0.0841 -0.4001
C 0.0496 -0.6968 -0.7964
C -0.3640 0.2306 0.7004
C -1.0007 0.2897 -0.9611
C 0.9269 0.2646 -0.6678
C -0.7204 -3.8403 4.2338
C -0.1818 1.0477 0.1704
C -0.4791 -0.3406 0.6023
C -0.3144 -1.1285 -2.4716
C 0.0011 0.3875 0.0497
H -0.0604 -0.2520 0.0679
H -0.0513 -0.0680 0.0602
H 0.1528 0.0113 -0.1386
H 0.0353 0.0085 -0.1299
H 0.1194 -0.2065 -0.1330
H 0.1840 0.2066 0.1083
H -0.2162 -0.0156 0.0113
H -0.0700 -0.2217 0.0830
H 0.0301 -0.0052 -0.0809
H 0.1207 0.0222 0.1157
H 0.1424 -0.0290 0.0177
H 0.2131 -0.2132 -0.0804
H -0.2076 0.0829 -0.1043
H -0.0573 0.0912 -0.0318
H 0.0533 -0.1709 -0.1948
H -0.0550 -0.0362 0.0077
H 0.2345 0.0396 -0.0145
H 0.0413 -0.2077 0.1963
H -0.1388 -0.1457 -0.4822
H 0.3092 0.1070 -0.4198
H 0.1330 -0.1531 -0.1297
H -0.0170 0.1193 -0.1003
H 0.1311 0.0078 -0.1484
H 0.1063 0.0015 -0.1441
H 0.0563 0.2006 0.2659
H 0.1802 0.0742 0.0445
H 0.0281 -0.0888 0.0992

---

Entry 2:
Density functional theory data (wB97M-V/def2-TZVPD) for one molecule with the formula C20H27N5O4 in a non-equilibrium geometry.

The LUMO energy comes out at 0.53 eV. The charge is 0. As for the SMILES: Cc1ccc(OCc2cc(C(=O)N3CCN(CC(=O)NC(C)C)CC3)no2)cn1. The HOMO-LUMO gap comes out at 9.3 eV. As for the total energy: -1353.0295 Eh. The multiplicity is 1. The max |F| is 1.26 eV/A.

Last column: Mulliken charge in e.
Positions of all 56 atoms, in Å:
O  3.95381  -2.30835  -0.14011  -0.453
O  -1.61789  -0.52492  -2.52503  -0.665
O  -5.40048  0.76473  1.53069  -0.719
O  0.51100  -2.08430  0.84754  -0.300
N  -0.46216  -1.30724  0.31322  -0.086
N  -3.61842  -0.45980  0.85134  0.141
N  3.90173  1.09078  1.22005  -0.489
N  -2.29509  1.84207  0.35794  0.410
N  -0.77166  1.32760  -1.53388  0.047
C  4.25583  -1.00329  0.13640  0.394
C  -0.88928  -0.00712  -1.70278  0.655
C  -1.85127  2.16459  -2.01374  -0.914
C  1.28392  -1.34847  -1.08778  -0.486
C  2.78734  -2.85845  0.42070  -0.620
C  -0.01904  -0.85316  -0.83007  0.086
C  5.34779  -0.45929  -0.54398  -0.507
C  -2.89636  2.29106  -0.88444  -0.766
C  -4.21693  0.66025  1.27908  0.610
C  -1.03072  2.50330  0.58755  -0.925
C  -3.55112  -2.87588  0.98799  -1.308
C  5.68833  0.85711  -0.32182  -0.496
C  -3.23012  1.82306  1.45882  -0.763
C  -0.03289  1.95109  -0.45985  -0.370
C  -4.32970  -1.66723  0.48222  0.179
C  -4.51833  -1.71819  -1.03429  -1.211
C  5.24064  3.05334  0.83839  -1.275
C  3.57480  -0.17500  1.02212  -0.186
C  1.55856  -2.11201  0.01223  0.167
C  4.92819  1.61489  0.57077  0.359
H  -2.63284  -0.42839  0.62283  0.048
H  4.52055  3.45575  1.54412  0.313
H  6.52860  1.30080  -0.83359  0.401
H  -3.75556  1.64930  -1.08665  0.329
H  6.24183  3.15034  1.25462  0.340
H  2.75134  -3.88550  0.04137  0.367
H  -3.80447  2.75729  1.56222  0.301
H  0.64201  1.22567  -0.00768  -0.051
H  2.83992  -2.89396  1.51772  0.361
H  5.20246  3.62897  -0.08481  0.330
H  -1.11107  3.60044  0.49773  0.313
H  -1.43607  3.13774  -2.28539  0.340
H  -3.55748  -1.65196  -1.54041  0.189
H  -5.30840  -1.61170  0.97146  0.398
H  -4.07850  -3.79370  0.74307  0.443
H  -2.68131  1.65205  2.38840  0.360
H  -3.42532  -2.82226  2.06639  0.350
H  -5.00491  -2.64580  -1.32325  0.459
H  -5.13940  -0.88713  -1.36023  0.310
H  -2.56799  -2.89921  0.52426  0.218
H  -2.28243  1.69598  -2.89784  0.413
H  -3.25373  3.33354  -0.81322  0.449
H  2.73491  -0.51733  1.61133  0.627
H  0.57276  2.76086  -0.88017  0.403
H  1.90174  -1.16094  -1.93937  0.561
H  -0.67958  2.27079  1.59318  0.461
H  5.89968  -1.08407  -1.22888  0.459

Cartesian forces, eV/Å:
O 0.1018 0.1571 -0.1411
O -0.1502 -0.1727 -0.0356
O -0.4089 0.1120 0.0938
O 0.7175 -0.3801 0.1320
N -0.9381 0.7814 -0.3226
N 0.1783 -0.3298 -0.1154
N 0.0006 0.4063 0.1827
N 0.1052 0.1902 0.2179
N 0.1863 0.1487 -0.2718
C 0.2610 0.3692 -0.0056
C 0.0599 0.1550 0.0039
C -0.1551 -0.0318 -0.2452
C 0.0105 -0.4196 0.5701
C -0.2288 -0.2722 0.2908
C 0.4348 -0.7657 0.3939
C -0.2613 -0.1322 0.1526
C -0.0688 -0.0758 0.0023
C 0.3849 0.2586 0.0660
C 0.0180 -0.0077 -0.0134
C -0.1992 0.1579 -0.0146
C -0.1789 -0.1367 0.0859
C -0.1790 0.0685 -0.0283
C 0.2051 0.1229 0.2054
C -0.2248 -0.1800 -0.0401
C -0.0598 0.0286 0.2807
C 0.0597 0.0052 -0.0411
C -0.0847 -0.6318 -0.0659
C -0.1529 0.5064 -0.9143
C 0.0971 0.0430 -0.0855
H -0.0711 0.1338 0.0990
H -0.0100 0.0391 0.0219
H 0.0843 0.0386 -0.0539
H -0.0334 0.0517 -0.0514
H 0.0795 0.0959 0.0328
H -0.0204 0.1672 0.1461
H -0.0011 -0.1615 0.0163
H -0.0257 0.1027 -0.0295
H 0.0017 -0.0048 -0.1249
H 0.0248 0.1151 -0.0376
H 0.0019 -0.0492 0.0579
H -0.0171 -0.0538 -0.0027
H 0.0833 -0.0287 -0.0637
H 0.1683 -0.0280 -0.0629
H -0.0362 -0.1269 -0.0393
H -0.0088 0.0354 -0.0153
H 0.0411 -0.0217 0.1141
H -0.0826 -0.1249 -0.0785
H -0.0657 0.0916 -0.0710
H 0.1163 -0.0690 -0.0339
H 0.0402 0.1524 0.0620
H 0.0144 -0.0904 0.0113
H -0.0780 -0.1735 -0.0242
H -0.0004 -0.0885 0.0614
H 0.2062 0.0324 -0.1680
H -0.0107 0.0549 -0.0122
H 0.0690 -0.0648 -0.0910

---

Entry 3:
Density functional theory data (wB97M-V/def2-TZVPD) for an isolated ion of composition C20H27N6 and charge +1 in a non-equilibrium geometry.

The LUMO energy comes out at -2.38 eV. The charge is +1. As for the SMILES: CCN1CCN(c2[nH]c(C)nc3[n+](CCc4ccccc4)ncc2-3)CC1. The HOMO-LUMO gap comes out at 8.7 eV. As for the total energy: -1105.9559 Eh. The multiplicity is 1. The max |F| is 18.89 eV/A.

Last column: Mulliken charge in e.
Positions of all 53 atoms, in Å:
N  -0.75082  -2.18294  -2.21434  -0.395
N  1.03185  -1.99800  -0.97431  -0.024
N  -2.76052  -1.17116  -1.07425  0.728
N  -2.86622  -0.36653  0.01878  -0.827
N  1.43026  -1.23829  1.15829  -0.285
N  2.54721  0.81625  2.45705  0.297
C  -1.95024  3.48087  -1.68576  -0.580
C  -0.80609  2.50331  -2.31435  -1.033
C  3.25282  0.61959  3.72766  -0.441
C  -1.47477  -1.28891  -1.17356  -1.113
C  0.42151  -2.57211  -2.08774  1.084
C  -3.31782  3.41850  -1.63940  -0.611
C  1.16444  0.72694  2.64817  -0.673
C  -0.92638  -1.00368  0.12631  1.005
C  0.65871  -1.43695  0.13597  1.258
C  -1.87915  -0.47252  0.92185  -0.746
C  -3.68966  1.93467  -2.33771  -0.340
C  -1.52524  1.26176  -2.51847  0.178
C  -3.76342  -1.16535  -2.22645  -0.761
C  3.18583  0.35669  1.49854  -0.786
C  3.13483  1.72031  4.84598  -1.324
C  1.08217  -3.24723  -3.24190  -2.343
C  -3.32189  -0.35261  -3.10068  -0.699
C  -2.83700  0.99447  -2.72647  0.689
C  0.74805  -0.75703  2.71469  -1.013
C  2.83258  -1.32356  1.29673  -1.415
H  -2.54772  -0.57344  -3.77698  0.424
H  0.15202  2.82684  -2.11437  0.505
H  1.72425  -2.53799  -3.36863  0.589
H  0.86474  1.25870  3.59704  0.283
H  3.90890  1.56615  5.61045  0.377
H  4.21150  0.55574  1.47770  0.542
H  -1.85739  0.06262  1.82477  0.549
H  0.41474  -3.30462  -3.98256  0.431
H  -4.70737  -0.81157  -1.52636  0.323
H  -1.48702  4.33564  -1.25843  0.354
H  -0.36262  -0.88254  2.57608  0.191
H  -0.79666  0.61223  -3.07520  0.162
H  1.18894  -1.32583  3.18937  0.773
H  0.69987  1.33261  2.00545  0.571
H  2.15264  1.83315  4.98343  0.411
H  3.52778  2.66477  4.28445  0.286
H  3.11713  -0.37490  4.19634  0.307
H  -4.04512  3.98632  -1.28082  0.594
H  -3.81838  -2.08371  -2.44385  0.438
H  -4.81135  1.86613  -2.15806  0.238
H  1.60979  -3.92026  -2.96054  0.747
H  3.01118  -1.75467  2.08326  0.619
H  -4.19031  0.00087  -3.86026  0.382
H  2.86767  0.87112  0.56414  0.348
H  1.88145  -2.19881  -0.97342  -0.237
H  4.49669  0.41847  3.66608  0.350
H  3.17357  -1.67949  0.48628  0.613

Cartesian forces, eV/Å:
N -5.9973 1.8546 0.5201
N -3.6826 -0.1891 -1.7009
N 0.5667 2.5821 1.0836
N -5.4864 -0.2271 2.4081
N -3.1864 0.2910 2.9529
N -1.2916 4.3908 10.3234
C 2.3919 0.1970 -0.7501
C -10.4250 -0.6531 2.8118
C 4.4210 -0.9426 2.4017
C 6.1412 -5.1790 -0.1723
C -2.5182 2.1041 1.3247
C 5.0721 -9.0794 -4.9655
C 0.2404 -1.9782 4.2498
C 7.2307 -3.0226 -3.2025
C -6.1684 2.1285 2.4629
C -1.3390 0.5540 -3.8501
C -3.6049 5.9931 3.7494
C 8.2391 2.0559 -2.9865
C -4.1046 0.5478 13.4402
C 2.2397 -4.6954 -9.7602
C 4.8185 0.6972 -4.4489
C -5.9724 5.7126 2.2956
C 0.6498 9.8231 -11.3259
C -2.0717 1.1079 2.0458
C -8.1968 10.4798 -13.4142
C -3.6720 9.3034 -3.0885
H 0.9253 -1.9181 -0.8522
H 2.0259 -0.0555 -0.1413
H 4.3376 4.4921 -2.3022
H 0.5522 -0.7899 -0.5042
H -1.1103 -0.2565 0.2550
H 1.7011 -0.0858 0.5406
H -0.4149 0.5178 0.8258
H -2.2736 -0.7577 -2.7070
H 1.8518 -0.8293 -2.2942
H 0.3491 0.9856 0.3768
H 1.5828 -0.3546 0.6413
H -0.7245 -0.5266 0.9082
H 7.4972 -9.6679 9.0608
H -2.3356 1.4771 -3.3787
H -3.5191 0.7334 1.9421
H -0.8853 -1.2593 1.0952
H -1.0409 0.0978 -0.2012
H -2.7076 2.5414 1.5414
H -1.0089 -7.0985 -1.9381
H 1.4019 -0.7597 -1.0696
H 5.8012 -9.3138 2.8649
H 2.5132 -4.9103 8.1589
H 1.5088 -1.3922 1.3996
H -0.2141 -0.8412 -0.2769
H 9.7043 -2.1740 0.2269
H -3.1999 1.0754 -0.9075
H 3.3886 -2.7859 -5.6688